Model i:
Below is a structure of composition C5H9NO2, with properties calculated with ωB97M-V/def2-TZVPD.

The lowest unoccupied orbital energy comes out at 0.99 eV. As for the HOMO-LUMO gap: 10.464 eV.

CARTESIAN COORDINATES (ANGSTROEM)
C 1.99 0.18 -1.21
C -0.09 -2.07 0.84
C -1.82 1.87 0.26
C 0.29 -0.84 0.08
C -0.85 0.75 0.23
O 1.53 -0.90 -0.37
N -0.72 -0.17 -0.68
O 0.03 0.54 1.19
H 3.02 -0.07 -1.45
H 1.38 0.24 -2.12
H 1.94 1.12 -0.66
H -0.22 -2.88 0.13
H 0.71 -2.33 1.54
H -1.02 -1.91 1.37
H -1.29 2.82 0.40
H -2.49 1.75 1.12
H -2.40 1.90 -0.66

---

Model ii:
Below is an isolated molecule of C5H9NO2, with properties calculated with ωB97M-V/def2-TZVPD.

The lowest unoccupied orbital energy comes out at -0.03 eV. As for the HOMO-LUMO gap: 9.080 eV.

CARTESIAN COORDINATES (ANGSTROEM)
C -1.09 2.07 0.35
C -0.64 0.81 1.05
C -1.03 -1.56 0.27
N -0.51 -0.43 0.05
O -0.86 0.54 2.20
H -0.77 2.11 -0.69
H -0.65 2.91 0.89
H -2.18 2.13 0.42
H -0.72 -2.43 -0.29
H -1.76 -1.65 1.07
C 1.72 -1.22 -0.87
C 0.83 -0.03 -0.57
O 1.21 0.76 0.45
H 0.58 0.49 -1.52
H 2.68 -0.85 -1.23
H 1.90 -1.79 0.05
H 1.30 -1.87 -1.64

---

Stability summary - winner: model i; margin: 0.0410 hartree.

---

Model i:
Below is a structure of composition C5H9NO2, with properties calculated with ωB97M-V/def2-TZVPD.

The lowest unoccupied orbital energy comes out at 0.76 eV. As for the HOMO-LUMO gap: 9.288 eV.

CARTESIAN COORDINATES (ANGSTROEM)
C -2.57 -0.21 0.35
N -1.28 0.45 0.37
C 2.48 0.49 0.22
C -0.34 0.14 -0.59
C 2.46 -0.17 1.35
C -0.32 -0.91 -1.41
O 0.79 0.91 -0.41
O 3.00 1.10 -0.72
H 1.49 1.53 -0.99
H -1.31 1.44 0.59
H -3.19 0.20 1.14
H -2.43 -1.28 0.53
H -3.09 -0.09 -0.61
H 1.52 -0.36 1.84
H 3.38 -0.48 1.79
H -1.18 -1.55 -1.52
H 0.59 -1.19 -1.91

---

Model ii:
Below is a cluster of 2 separate species, C5H9NO2 in total, with properties calculated with ωB97M-V/def2-TZVPD.

The lowest unoccupied orbital energy (alpha / beta) comes out at 0.54 / 0.36 eV. As for the HOMO-LUMO gap (alpha / beta): 8.703 / 7.683 eV.

CARTESIAN COORDINATES (ANGSTROEM)
C 0.04 -0.62 -0.05
C 0.84 0.41 0.03
C -2.71 0.05 -0.01
C 0.20 -2.07 -0.13
C 2.36 0.35 0.03
N -2.54 1.34 0.03
O -3.56 -0.77 -0.05
O 0.32 1.71 0.14
H -0.16 -2.53 0.80
H 1.25 -2.38 -0.27
H -0.38 -2.48 -0.95
H 2.74 0.38 1.05
H 2.78 1.20 -0.52
H 2.70 -0.57 -0.44
H -1.59 1.69 0.06
H -3.33 1.98 0.02
H 1.05 2.32 0.26

---

Stability summary - winner: model i; margin: 0.0079 hartree.

---

Model i:
Below is a cluster of 2 separate species, C5H9NO2 in total, with properties calculated with ωB97M-V/def2-TZVPD.

The lowest unoccupied orbital energy comes out at 0.52 eV. As for the HOMO-LUMO gap: 9.550 eV.

CARTESIAN COORDINATES (ANGSTROEM)
C 0.80 -0.59 1.96
C -0.36 -0.40 1.02
O -1.49 -0.77 1.21
O -0.18 0.97 0.33
N -1.37 1.72 0.13
H 1.74 -0.44 1.44
H 0.76 -1.58 2.40
H 0.72 0.16 2.75
H -1.77 1.85 1.06
H -2.01 1.11 -0.37
C 0.27 -1.37 -0.94
C 0.40 -0.16 -1.52
C 0.58 0.84 -2.33
H 1.15 -1.92 -0.66
H -0.62 -1.95 -1.16
H 0.45 1.86 -1.99
H 0.92 0.66 -3.34

---

Model ii:
Below is an isolated molecule of C5H9NO2, with properties calculated with ωB97M-V/def2-TZVPD.

The lowest unoccupied orbital energy comes out at 0.86 eV. As for the HOMO-LUMO gap: 8.992 eV.

CARTESIAN COORDINATES (ANGSTROEM)
N -2.17 1.20 -2.23
C -1.02 0.81 -1.59
C -0.84 0.87 -0.28
C 0.53 0.53 0.35
C 0.25 -0.48 1.47
C 1.38 -1.55 1.40
O 1.32 -2.75 1.34
O 2.60 -0.89 1.04
H -3.09 1.26 -1.81
H -2.25 0.79 -3.18
H -0.30 0.24 -2.11
H -1.48 1.19 0.49
H 1.10 0.09 -0.51
H 1.10 1.32 0.79
H -0.68 -1.17 1.39
H 0.23 0.05 2.49
H 3.33 -1.51 0.94

---

Model iii:
Below is an isolated molecule of C5H9NO2, with properties calculated with ωB97M-V/def2-TZVPD.

The lowest unoccupied orbital energy comes out at 0.90 eV. As for the HOMO-LUMO gap: 10.950 eV.

CARTESIAN COORDINATES (ANGSTROEM)
O 0.49 2.37 0.03
C 0.38 0.98 0.50
C 1.21 0.03 -0.06
O 1.19 0.38 -1.42
C 0.37 -1.26 -0.14
N -1.03 -0.97 -0.48
C -1.60 -0.66 0.75
C -1.08 0.47 0.07
H 1.01 2.50 -0.77
H 0.83 0.88 1.62
H 2.27 -0.08 0.16
H 0.46 -0.32 -1.94
H 0.25 -1.74 0.98
H 0.95 -1.93 -0.79
H -1.16 -0.86 1.72
H -2.81 -0.79 0.64
H -1.72 0.99 -0.87

---

Stability summary - winner: model ii; margin: 0.1386 hartree.

---

Model i:
Below is a cluster of 2 separate species, C5H9NO2 in total, with properties calculated with ωB97M-V/def2-TZVPD.

The lowest unoccupied orbital energy comes out at 0.31 eV. As for the HOMO-LUMO gap: 10.940 eV.

CARTESIAN COORDINATES (ANGSTROEM)
C -1.43 -0.74 -0.45
C -0.39 -0.87 0.67
C 0.45 -2.07 0.50
N 1.10 -3.01 0.32
C 0.46 0.39 0.91
C -0.23 1.71 1.03
O -0.33 2.53 0.13
H -2.00 -1.67 -0.56
H -2.13 0.07 -0.18
H -0.97 -0.50 -1.41
H -0.93 -1.04 1.61
H 1.05 0.23 1.82
H 1.28 0.73 0.21
H -0.82 1.84 1.96
O 1.46 0.54 -2.43
H 1.06 1.38 -2.05
H 2.36 0.50 -2.10

---

Model ii:
Below is a structure of composition C5H9NO2, with properties calculated with ωB97M-V/def2-TZVPD.

The lowest unoccupied orbital energy comes out at 0.57 eV. As for the HOMO-LUMO gap: 8.486 eV.

CARTESIAN COORDINATES (ANGSTROEM)
C 0.07 2.44 0.53
C 0.76 -2.26 -0.81
N 0.00 1.04 0.15
C -1.13 0.10 0.49
C 0.96 0.21 -0.19
C 0.50 -1.10 0.10
O -1.89 -0.04 -0.68
O -1.64 0.12 1.59
H -2.73 -0.40 -0.38
H 1.85 0.56 -0.72
H 0.51 -1.32 1.17
H 0.02 2.52 1.62
H 1.01 2.87 0.18
H -0.77 2.97 0.10
H 0.17 -2.17 -1.72
H 1.82 -2.34 -1.11
H 0.50 -3.20 -0.33

---

Model iii:
Below is a structure of composition C5H9NO2, with properties calculated with ωB97M-V/def2-TZVPD.

The lowest unoccupied orbital energy comes out at 0.74 eV. As for the HOMO-LUMO gap: 8.741 eV.

CARTESIAN COORDINATES (ANGSTROEM)
C -0.45 0.38 0.77
C -0.27 -0.92 1.52
C -0.21 -1.53 -1.45
C 0.69 1.08 0.28
C -0.26 -0.04 -1.28
N 0.82 2.42 0.38
O 1.38 0.48 -0.64
O -0.77 0.74 -2.02
H -1.27 1.00 1.11
H 0.23 2.95 0.99
H 1.40 2.90 -0.29
H -0.28 -0.74 2.60
H 0.68 -1.40 1.29
H -1.07 -1.64 1.31
H -1.20 -1.95 -1.28
H 0.51 -2.00 -0.78
H 0.08 -1.72 -2.49

---

Stability summary - winner: model i; margin: 0.0278 hartree.

---

Model i:
Below is a cluster of 2 separate species, CH4O3S in total, with properties calculated with ωB97M-V/def2-TZVPD.

The lowest unoccupied orbital energy comes out at 0.67 eV. As for the HOMO-LUMO gap: 10.339 eV.

CARTESIAN COORDINATES (ANGSTROEM)
C -0.13 0.63 -1.32
O 1.18 0.69 -1.70
O -0.62 -0.45 -1.13
O 0.32 1.06 1.22
S -0.69 0.21 1.79
H -0.55 1.55 -1.20
H 1.61 -0.18 -1.79
H -1.58 0.05 0.70
H -0.25 -1.03 1.58

---

Model ii:
Below is an isolated molecule of CH4O3S, with properties calculated with ωB97M-V/def2-TZVPD.

The lowest unoccupied orbital energy comes out at 0.24 eV. As for the HOMO-LUMO gap: 9.678 eV.

CARTESIAN COORDINATES (ANGSTROEM)
O -1.38 -0.83 -0.49
C -0.71 -0.07 0.45
O -0.20 1.22 -0.12
S 0.97 0.84 -1.48
O 2.18 0.13 -0.61
H -0.78 -1.23 -1.05
H 0.15 -0.67 0.97
H -1.47 0.31 1.18
H 2.88 0.85 -0.31

---

Stability summary - winner: model i; margin: 0.0052 hartree.

---

Model i:
Below is an isolated molecule of Cl2HN, with properties calculated with ωB97M-V/def2-TZVPD.

The lowest unoccupied orbital energy comes out at -0.05 eV. As for the HOMO-LUMO gap: 10.004 eV.

CARTESIAN COORDINATES (ANGSTROEM)
Cl -0.65 -1.38 -0.14
N 0.20 0.03 0.40
Cl -0.66 1.46 -0.14
H 1.11 -0.11 -0.12

---

Model ii:
Below is an isolated molecule of Cl2HN, with properties calculated with ωB97M-V/def2-TZVPD.

The lowest unoccupied orbital energy comes out at -0.34 eV. As for the HOMO-LUMO gap: 9.795 eV.

CARTESIAN COORDINATES (ANGSTROEM)
Cl 1.53 -1.12 -1.02
N 0.27 -0.81 0.21
Cl -1.13 -1.82 -0.10
H -0.18 0.22 0.07

---

Stability summary - winner: model i; margin: 0.0070 hartree.

---

Model i:
Below is a cluster of 2 separate species, C4H10FN2 in total, with properties calculated with ωB97M-V/def2-TZVPD.

As for the charge: +1. The lowest unoccupied orbital energy comes out at -3.95 eV. As for the HOMO-LUMO gap: 10.353 eV.

CARTESIAN COORDINATES (ANGSTROEM)
C -0.96 1.05 1.39
C 0.58 -1.12 -1.89
C 0.94 -1.34 -0.43
C 0.94 -0.07 0.39
N -2.10 1.69 1.36
N -0.27 0.70 0.33
F 1.27 -0.28 1.67
H -0.56 0.77 2.36
H 0.72 -2.05 -2.44
H -0.46 -0.82 -2.02
H 1.23 -0.38 -2.35
H 1.93 -1.78 -0.35
H 0.23 -2.04 0.03
H 2.19 0.86 -0.16
H -2.59 1.89 2.22
H -2.53 1.99 0.50
H -0.57 0.93 -0.61

---

Model ii:
Below is a cluster of 2 separate species, C4H10FN2 in total, with properties calculated with ωB97M-V/def2-TZVPD.

As for the charge: +1. The lowest unoccupied orbital energy comes out at -2.97 eV. As for the HOMO-LUMO gap: 11.202 eV.

CARTESIAN COORDINATES (ANGSTROEM)
C 1.04 2.05 2.80
C 0.80 1.83 1.51
C 0.86 -0.42 0.18
C 0.03 0.65 0.91
N -1.38 -0.49 -2.67
N 0.12 0.59 -0.64
F -1.14 0.36 1.39
H 1.70 2.82 3.23
H 0.56 1.39 3.49
H 1.26 2.56 0.81
H 0.37 -1.48 0.13
H 1.93 -0.42 0.29
H -1.96 0.30 -2.98
H -1.13 -1.08 -3.42
H -0.56 0.08 -1.45
H -2.11 -1.09 -2.09
H 0.69 1.29 -1.07

---

Stability summary - winner: model i; margin: 0.0221 hartree.